C44H36LaNO4P2S as an isolated structure at a distorted geometry. Source: the Open Molecules 2025 dataset; level of theory: wB97M-V/def2-TZVPD.

```
89
Properties=species:S:1:pos:R:3
La -0.030 -0.334 -0.181
P 1.066 -0.623 -2.738
C 2.300 0.133 0.719
O 3.310 0.450 1.217
P -0.715 -1.378 2.304
C 2.473 0.479 -2.745
C -0.333 0.160 -3.535
C 1.437 -2.264 -3.268
C -0.148 -2.974 2.803
C -0.143 -0.057 3.398
C -2.500 -1.213 2.085
C 3.669 -0.048 -3.250
C 4.730 0.835 -3.429
C 4.597 2.177 -3.048
C 3.418 2.671 -2.474
C 2.338 1.808 -2.312
H 3.700 -1.106 -3.530
H 5.639 0.439 -3.882
H 5.432 2.848 -3.204
H 3.317 3.715 -2.165
H 1.408 2.152 -1.843
C 2.329 -3.087 -2.543
C 2.680 -4.299 -3.126
C 2.117 -4.656 -4.357
C 1.184 -3.847 -5.024
C 0.803 -2.635 -4.459
H 2.731 -2.769 -1.568
H 3.404 -4.938 -2.621
H 2.402 -5.591 -4.818
H 0.735 -4.115 -5.980
H 0.084 -1.942 -4.920
C 0.068 0.949 -4.613
C -0.916 1.479 -5.447
C -2.267 1.227 -5.153
C -2.663 0.471 -4.041
C -1.699 -0.061 -3.191
H 1.145 1.114 -4.778
H -0.583 2.070 -6.305
H -3.012 1.639 -5.819
H -3.722 0.289 -3.835
H -1.982 -0.676 -2.313
C -0.954 1.076 3.538
C -0.632 2.027 4.502
C 0.559 1.867 5.229
C 1.432 0.796 4.987
C 1.111 -0.169 4.033
H -1.885 1.167 2.964
H -1.339 2.843 4.686
H 0.801 2.600 5.988
H 2.360 0.688 5.553
H 1.765 -1.021 3.800
C 1.018 -3.579 2.275
C 1.377 -4.801 2.811
C 0.587 -5.378 3.811
C -0.579 -4.767 4.296
C -0.968 -3.545 3.770
H 1.607 -3.103 1.467
H 2.276 -5.288 2.446
H 0.867 -6.326 4.240
H -1.222 -5.189 5.071
H -1.875 -3.021 4.095
C -3.167 -1.176 3.309
C -4.563 -1.186 3.311
C -5.246 -1.176 2.084
C -4.571 -1.152 0.856
C -3.182 -1.146 0.837
H -2.582 -1.156 4.245
H -5.056 -1.202 4.287
H -6.325 -1.179 2.107
H -5.122 -1.142 -0.091
H -2.645 -1.143 -0.135
H 1.064 -2.366 -0.129
H -0.961 -2.034 -0.827
O 1.900 2.514 0.399
C 0.683 2.733 0.483
N -0.302 1.852 0.175
S -2.020 2.728 0.127
O -2.425 3.074 -1.230
O -2.886 2.249 1.243
C -1.340 4.078 0.718
C -2.080 5.170 1.061
C -1.389 6.304 1.551
C 0.051 6.247 1.655
C 0.751 5.128 1.308
C 0.061 4.038 0.869
H -3.195 5.192 0.982
H -1.960 7.212 1.843
H 0.558 7.137 2.027
H 1.842 5.029 1.361
```

Summary:
Kohn-Sham gap (spin up / spin down) in eV: 4.0 / 5.1
Electronic energy in eV: -86142.635
ΔE to the lowest compared entry with this formula, charge and spin in kJ/mol: 271.9
Lowest unoccupied orbital energy (spin up / spin down) in eV: -8.91 / -7.90
Total charge: +2